100
Properties=species:S:1:pos:R:3:forces:R:3 method="wB97M-V/def2-TZVPD" smiles="CC(C)=O.CC(C)=O.CC(C)=O.CC(C)=O.CC(C)=O.CC(C)=O.CC(C)=O.CC(C)=O.CC(C)=O.CC(C)=O" e_above_lowest_kcal_mol=305.3 charge=0 lumo_energy_ev=-0.03
C 36.112000 30.912000 10.347000 1.4 -2.4 -5.3
H 32.027000 36.467000 9.442000 -2.0 0.9 -0.8
C 34.637000 34.339000 9.651000 -1.6 -2.9 -7.6
O 28.063000 35.192000 12.582000 2.3 1.6 0.8
C 36.954000 31.470000 9.102000 -0.9 -3.0 -1.6
O 29.462000 35.151000 5.408000 0.4 0.9 -1.4
H 28.785000 35.012000 3.119000 -2.6 -1.1 0.3
H 33.650000 29.776000 4.287000 -0.8 0.9 2.2
O 32.592000 32.134000 4.040000 2.3 -1.3 2.5
H 39.088000 33.236000 13.666000 -0.1 1.5 0.5
C 31.502000 36.082000 4.815000 -1.6 5.1 2.6
H 31.865000 35.989000 5.873000 -0.9 -0.1 -0.9
C 34.467000 37.340000 13.568000 -2.1 2.1 4.4
C 28.675000 37.107000 13.819000 -1.7 -1.9 2.4
H 32.572000 35.618000 11.008000 1.1 1.8 -2.8
H 38.494000 31.888000 10.331000 1.3 0.2 -0.5
C 38.269000 34.520000 5.949000 -3.3 -0.2 0.2
C 31.556000 32.698000 7.887000 0.8 0.3 -3.0
C 34.285000 32.967000 5.524000 0.3 -2.0 1.8
C 36.505000 36.421000 6.027000 1.6 -4.9 -4.2
H 33.086000 30.078000 6.172000 0.5 0.1 -1.3
C 28.994000 35.951000 12.955000 -4.5 -1.8 -0.9
H 35.518000 33.854000 8.985000 -2.4 1.4 1.0
H 33.780000 30.589000 12.969000 5.3 -1.2 2.4
H 39.234000 34.442000 5.654000 3.4 -1.0 0.2
H 32.192000 35.722000 4.226000 3.4 -2.8 -3.3
H 34.784000 32.708000 6.518000 -0.6 0.2 -1.5
H 30.956000 36.550000 12.116000 -0.9 -0.5 1.3
O 38.839000 36.761000 5.786000 12.9 11.6 -2.0
H 30.988000 35.083000 13.229000 -0.5 0.7 0.2
H 30.336000 35.040000 11.668000 -0.4 -0.3 0.0
C 33.787000 35.531000 9.015000 0.1 -4.0 2.7
H 34.469000 40.377000 11.742000 0.7 0.9 0.2
H 36.462000 29.848000 10.436000 0.0 1.2 0.6
C 34.897000 38.774000 13.225000 0.8 0.7 1.2
C 36.800000 34.006000 15.136000 -0.9 7.2 1.2
H 31.883000 33.316000 6.862000 -1.4 -1.2 2.8
H 36.914000 33.043000 15.277000 -0.2 -5.1 1.2
C 30.352000 35.685000 12.548000 3.2 -0.3 -2.2
H 29.045000 32.916000 6.934000 0.6 0.5 -1.3
H 32.981000 34.099000 13.787000 0.5 -0.8 -1.0
H 32.161000 30.495000 13.471000 -0.2 -1.0 0.6
C 32.865000 36.309000 10.024000 0.1 -6.1 0.8
H 38.403000 33.544000 12.296000 -0.8 -1.8 -4.7
H 33.835000 33.914000 5.602000 -1.6 0.9 0.4
C 38.441000 31.447000 9.324000 -0.4 2.2 -1.7
H 34.833000 30.085000 5.540000 -1.7 1.4 0.1
H 31.069000 33.259000 8.656000 -0.2 1.0 0.2
O 32.293000 32.681000 11.563000 -0.2 0.3 -0.1
H 34.375000 32.884000 13.968000 -0.7 0.5 -1.3
H 28.368000 37.977000 13.358000 -0.3 1.8 -1.6
O 36.554000 31.616000 7.938000 -0.2 0.2 2.8
O 31.068000 30.398000 7.444000 -0.9 1.3 0.0
C 29.199000 31.872000 7.161000 3.5 3.2 0.2
O 35.757000 39.372000 13.869000 -1.4 -0.8 -1.1
H 34.371000 36.911000 12.664000 -0.4 -2.4 -2.8
C 34.284000 39.351000 11.933000 -1.1 -2.3 -1.0
H 29.559000 37.289000 14.373000 0.7 0.6 1.0
H 27.744000 36.889000 14.493000 1.9 0.0 -1.0
H 33.000000 32.701000 14.603000 -2.6 -2.5 5.3
H 32.731000 30.075000 11.913000 -1.5 -3.5 -5.7
H 28.682000 31.999000 8.001000 -2.1 -0.5 4.3
H 35.104000 30.850000 10.105000 -2.0 -0.1 -0.9
H 33.121000 39.249000 11.846000 2.1 -0.3 0.3
H 31.698000 37.200000 4.509000 -0.8 -1.5 0.8
H 28.677000 31.275000 6.574000 -1.8 -2.9 -2.9
H 36.322000 37.403000 6.080000 -0.8 3.6 0.1
H 34.781000 38.719000 11.080000 -1.1 1.2 1.3
O 33.763000 35.595000 7.834000 -0.4 1.4 -1.6
H 39.032000 30.548000 9.188000 -0.6 -0.6 0.5
C 38.067000 36.036000 5.933000 -15.0 -10.8 1.0
H 35.804000 34.573000 15.501000 1.8 -2.1 -1.3
C 32.733000 32.142000 12.546000 0.5 1.4 -0.4
H 36.203000 35.844000 6.801000 -1.4 -1.2 3.1
H 38.715000 32.027000 8.355000 0.4 -0.1 2.2
C 33.276000 33.024000 13.736000 2.2 1.3 -4.0
H 35.064000 36.819000 14.321000 0.6 0.3 -0.7
H 39.063000 35.046000 12.893000 -0.9 -2.0 0.8
C 30.618000 31.546000 7.493000 1.6 -1.2 -0.4
H 35.058000 34.683000 10.397000 4.7 3.8 7.5
C 30.106000 35.681000 4.493000 -0.2 -1.7 2.3
H 36.133000 31.521000 11.123000 0.9 2.4 4.0
H 32.509000 32.336000 8.272000 -0.2 -0.3 0.1
H 30.146000 35.262000 2.199000 -0.9 2.1 2.5
H 37.887000 34.088000 6.909000 0.9 0.1 -0.8
C 32.859000 30.640000 12.668000 -3.2 5.7 4.2
C 38.514000 34.045000 13.137000 1.7 1.6 3.2
C 33.449000 31.824000 4.913000 -1.4 2.1 -1.9
C 37.128000 34.299000 13.667000 0.2 1.6 1.5
H 33.412000 37.278000 14.150000 1.9 0.7 -1.7
H 34.998000 33.242000 4.800000 1.6 -0.3 -1.0
H 37.741000 33.977000 5.119000 -0.2 0.8 0.8
C 29.484000 35.762000 3.130000 3.0 0.5 -2.7
H 37.499000 34.502000 15.930000 -0.4 -0.8 -1.9
H 35.877000 35.801000 5.171000 1.7 2.0 1.6
C 33.734000 30.388000 5.293000 1.5 -2.0 -1.3
H 29.103000 36.795000 2.898000 0.4 -1.2 0.0
O 36.323000 34.877000 12.982000 -0.3 -0.3 -0.5
H 34.140000 33.508000 10.139000 -1.1 -0.1 -0.6
H 33.397000 37.119000 10.250000 1.6 3.6 1.4